1.
{
  "formula": "C6H10O",
  "method": "wB97M-V/def2-TZVPD",
  "species": ["C", "O", "C", "C", "C", "C", "C", "H", "H", "H", "H", "H", "H", "H", "H", "H", "H"],
  "xyz": [[-1.967, 1.241, 1.382], [-1.159, 0.299, 0.671], [-1.270, 0.321, -0.637], [1.080, 0.326, -1.240], [1.644, -0.476, -0.047], [0.563, -1.553, -0.277], [-0.203, -0.574, -1.200], [-2.442, 0.715, 2.213], [-2.704, 1.667, 0.698], [-1.306, 2.021, 1.771], [0.913, 1.398, -1.087], [1.644, 0.192, -2.166], [2.688, -0.796, -0.124], [1.506, 0.046, 0.903], [0.944, -2.414, -0.836], [0.023, -1.908, 0.605], [-0.522, -0.956, -2.174]],
  "atomic_forces_ev_per_a": [[-0.1475, 0.1669, 0.1863], [-0.0307, 0.0026, -0.4650], [0.3470, -0.2367, 0.3213], [0.1287, 0.2044, -0.0917], [0.1265, 0.0194, 0.1147], [-0.0454, -0.1382, 0.1183], [-0.2561, -0.0163, -0.1854], [0.0393, 0.0694, -0.1225], [0.0853, -0.0559, 0.1194], [-0.1243, -0.0905, -0.0382], [0.0524, -0.1574, -0.0342], [-0.0844, -0.0074, 0.1229], [-0.1566, 0.0525, -0.0039], [0.0308, -0.0760, -0.1459], [-0.0693, 0.1340, 0.0677], [0.0925, 0.0402, -0.1366], [0.0119, 0.0889, 0.1729]],
  "homo_ev": -8.26,
  "gap_ev": 9.30,
  "mol_weight_da": 98.14,
  "energy_ev": -8428.093,
  "relative_energy_kcal_mol": 72.6,
  "largest_force_ev_per_a": 0.53
}

2.
{
  "formula": "C6H5N",
  "method": "wB97M-V/def2-TZVPD",
  "species": ["C", "C", "C", "C", "C", "C", "N", "H", "H", "H", "H", "H"],
  "xyz": [[-1.166, -0.567, -0.600], [-0.806, -1.011, 0.572], [1.443, -0.186, -0.788], [0.025, 0.425, -0.719], [0.367, -0.184, 0.856], [0.020, 1.235, 0.504], [1.694, -0.529, 0.392], [-2.105, -0.512, -1.249], [-1.128, -1.876, 1.240], [2.051, -0.429, -1.739], [0.543, 2.190, 0.690], [-0.938, 1.445, 0.840]],
  "atomic_forces_ev_per_a": [[-1.1665, 1.7196, -2.2090], [-0.8375, -3.8806, 2.2748], [-0.1575, -0.5382, -2.6941], [0.2515, -0.9154, -0.0477], [-0.0382, 2.3453, -0.7345], [0.3784, 1.7234, 0.9326], [1.7888, -1.0833, 0.5366], [1.5415, -0.6144, 1.0351], [0.0435, 1.3785, -0.9423], [-0.7572, 0.7352, 1.7282], [0.9245, -1.1085, -0.2538], [-1.9713, 0.2383, 0.3740]],
  "homo_ev": -8.18,
  "gap_ev": 9.17,
  "mol_weight_da": 91.11,
  "energy_ev": -7786.892,
  "relative_energy_kcal_mol": 113.1,
  "largest_force_ev_per_a": 4.58
}

3.
{
  "formula": "C4H4FNOS",
  "method": "wB97M-V/def2-TZVPD",
  "species": ["O", "C", "C", "C", "F", "C", "N", "S", "H", "H", "H", "H"],
  "xyz": [[-1.099, 1.584, -0.741], [-0.351, 0.844, -0.138], [-0.816, -0.431, 0.439], [-1.986, -0.978, 0.070], [-2.890, -0.347, -0.692], [1.090, 1.359, 0.081], [2.161, 0.689, -0.078], [2.032, -0.925, -0.639], [-0.202, -1.062, 1.125], [-2.354, -1.943, 0.354], [1.191, 2.425, 0.324], [3.224, -1.214, -0.105]],
  "atomic_forces_ev_per_a": [[0.2410, -0.0940, -0.0077], [0.1657, 1.2357, 0.2768], [-0.1236, -1.3751, 0.2423], [0.0031, 1.1218, -0.0426], [0.5106, -0.3971, 0.1270], [-0.2377, -0.8239, -0.1607], [-0.5263, 0.3268, 0.0307], [0.4241, 0.1562, 0.3329], [-0.4180, 0.8205, -0.8344], [0.0425, -0.3550, 0.3020], [-0.1510, -0.3461, -0.0165], [0.0695, -0.2697, -0.2499]],
  "homo_ev": -9.18,
  "gap_ev": 8.79,
  "mol_weight_da": 133.15,
  "energy_ev": -21300.790,
  "relative_energy_kcal_mol": 42.1,
  "smiles": "O=C(/C=C\\F)/C=N\\S",
  "largest_force_ev_per_a": 1.40
}